# 1
{"formula": "C55H53AsN10O2Ti", "method": "ωB97M-V/def2-TZVPD", "species": ["Ti", "C", "C", "C", "C", "C", "N", "C", "C", "C", "C", "C", "C", "C", "N", "C", "C", "C", "N", "C", "C", "N", "C", "C", "C", "N", "H", "H", "H", "H", "H", "H", "H", "H", "H", "H", "H", "H", "H", "H", "H", "H", "H", "H", "O", "C", "C", "C", "C", "C", "C", "C", "O", "N", "N", "C", "C", "C", "C", "C", "C", "N", "H", "H", "H", "H", "H", "H", "H", "H", "H", "H", "C", "C", "C", "C", "N", "N", "H", "H", "H", "H", "H", "H", "H", "H", "H", "H", "H", "H", "C", "C", "C", "C", "C", "C", "As", "C", "C", "C", "C", "C", "C", "C", "C", "C", "C", "C", "C", "H", "H", "H", "H", "H", "H", "H", "H", "H", "H", "H", "H", "H"], "positions_angstrom": [[0.30382, 0.04265, -0.18761], [1.82088, 2.51827, -6.48877], [1.81900, 1.84899, -5.14455], [2.03675, 0.47203, -5.02505], [2.01169, -0.14824, -3.79414], [1.76426, 0.57293, -2.62409], [1.82513, -0.05779, -1.35233], [3.08412, -0.60799, -1.03072], [4.23690, -0.08071, -1.62274], [5.49183, -0.56742, -1.33991], [5.65935, -1.63859, -0.46347], [7.02070, -2.18892, -0.15249], [4.52336, -2.16652, 0.12566], [3.25270, -1.64424, -0.11070], [2.15326, -2.21926, 0.60750], [2.22745, -3.14082, 1.57911], [0.95416, -3.60128, 1.84480], [0.14128, -2.88313, 0.98667], [0.85081, -2.02288, 0.24418], [1.54618, 1.93697, -2.74560], [1.57264, 2.56732, -3.98624], [1.34046, 2.71675, -1.58122], [1.81236, 3.95206, -1.31982], [1.44053, 4.28076, -0.03967], [0.73137, 3.17347, 0.41977], [0.66091, 2.22641, -0.51491], [2.57570, 2.08372, -7.14169], [2.01353, 3.58587, -6.40346], [0.85419, 2.38971, -6.97955], [2.24468, -0.11428, -5.91092], [2.23636, -1.20349, -3.71113], [4.13810, 0.74869, -2.31093], [6.35433, -0.11562, -1.81101], [7.68421, -2.09977, -1.01012], [6.97041, -3.23723, 0.13575], [7.47389, -1.63761, 0.67268], [4.63918, -3.01483, 0.78144], [3.16401, -3.42088, 2.02088], [0.66713, -4.34610, 2.56322], [-0.92457, -2.93258, 0.85013], [1.38161, 3.63210, -4.04123], [2.39689, 4.48599, -2.04820], [1.65740, 5.18709, 0.49431], [0.27623, 3.02707, 1.38523], [4.02007, 1.24990, 1.60750], [3.54029, 1.62785, 2.81295], [4.45450, 2.25145, 3.66155], [4.06311, 2.68583, 4.90791], [2.74884, 2.50857, 5.34689], [1.84499, 1.88751, 4.52075], [2.21629, 1.43487, 3.24244], [1.20997, 0.78613, 2.40484], [1.56132, 0.41597, 1.17563], [0.00727, 0.59413, 2.82538], [-0.75255, -0.08404, 1.86546], [-1.78725, -0.62061, 2.39524], [-2.76768, -1.44085, 1.69539], [-3.78950, -2.02177, 2.43543], [-4.73549, -2.78367, 1.76721], [-4.61263, -2.92922, 0.39703], [-3.53395, -2.33063, -0.24853], [-2.62191, -1.60162, 0.37747], [3.30370, 0.84013, 1.08903], [5.46732, 2.38293, 3.30975], [4.78546, 3.16776, 5.55241], [2.44890, 2.85077, 6.32632], [0.82492, 1.72957, 4.84135], [-1.92708, -0.46457, 3.46381], [-3.84536, -1.86692, 3.50441], [-5.54808, -3.25051, 2.30544], [-5.32657, -3.50800, -0.17080], [-3.39230, -2.45830, -1.31095], [-0.08222, -2.58643, -4.48341], [-1.19339, -2.90922, -3.48393], [-1.29736, -4.42004, -3.30093], [-2.51301, -2.34308, -4.00071], [-0.90781, -2.38683, -2.12239], [-0.82913, -0.95358, -2.03577], [-0.25172, -3.12108, -5.41683], [0.88976, -2.89708, -4.09500], [-0.04461, -1.52270, -4.72937], [-1.57586, -4.89752, -4.23927], [-2.04720, -4.66385, -2.54888], [-0.34203, -4.84358, -2.98459], [-2.67861, -2.68982, -5.01980], [-2.51684, -1.24983, -4.03454], [-3.35900, -2.67875, -3.40312], [-0.00914, -2.74505, -1.80205], [-1.79720, -0.62277, -2.04958], [-0.39463, -0.56944, -2.88652], [-2.45491, 5.81349, 1.25873], [-2.34925, 4.71924, 2.10908], [-2.28987, 3.43798, 1.58285], [-2.33592, 3.25200, 0.20311], [-2.44847, 4.34181, -0.64720], [-2.50813, 5.62388, -0.11400], [-2.26001, 1.43244, -0.45884], [-2.76215, 1.53685, -2.32371], [-1.97354, 1.91829, -3.39678], [-2.48954, 1.86463, -4.68419], [-3.79297, 1.42704, -4.88771], [-4.58720, 1.05610, -3.81381], [-4.07775, 1.10575, -2.52018], [-4.83210, 0.80903, -1.28675], [-6.18257, 0.47980, -1.22797], [-6.80501, 0.33903, 0.00122], [-6.09222, 0.54247, 1.17789], [-4.74042, 0.84981, 1.12854], [-4.11407, 0.95902, -0.10158], [-2.50227, 6.81285, 1.66835], [-2.31187, 4.86474, 3.18005], [-2.18637, 2.59163, 2.25547], [-2.49521, 4.20347, -1.72096], [-2.60088, 6.47471, -0.77520], [-0.96713, 2.27008, -3.23874], [-1.88203, 2.17252, -5.52433], [-4.19835, 1.38875, -5.88902], [-5.60505, 0.73465, -3.98907], [-6.75734, 0.35897, -2.13625], [-7.85673, 0.09324, 0.04421], [-6.59263, 0.46930, 2.13355], [-4.19967, 1.02866, 2.05010]], "mulliken_charge": [-0.81, -1.62, 0.27, -1.12, -0.19, -0.39, 1.65, 0.01, 0.09, -1.44, 0.23, -1.76, -0.56, 0.52, 0.01, 0.05, -1.83, -0.61, 1.01, -0.99, 0.12, 0.22, -0.16, -2.03, -0.65, 1.36, 0.43, 0.42, 0.27, 0.49, 0.96, 0.64, 0.46, 0.43, 0.41, 0.31, 0.35, 0.50, 0.54, 0.87, 0.51, 0.56, 0.63, 0.58, -0.74, 0.83, -0.74, -0.42, -0.84, -1.21, -0.20, 0.74, 0.85, -1.40, 2.14, -1.31, 1.27, -0.84, -1.09, -0.71, -0.26, 1.26, 0.10, 0.51, 0.42, 0.45, 0.45, 0.40, 0.56, 0.47, 0.54, -0.26, -1.61, 1.29, -1.82, -1.46, -0.42, 1.40, 0.61, 0.26, 0.21, 0.43, 0.33, 0.40, 0.57, 0.16, 0.33, 0.28, -0.66, -0.51, -0.77, -0.85, -0.31, 0.84, -0.30, -0.88, 3.42, -0.83, -0.43, -0.65, -1.31, -0.46, 0.20, 0.20, -0.44, -1.11, -1.02, -0.39, -0.29, 0.44, 0.49, 0.24, 0.39, 0.46, 0.54, 0.53, 0.44, 0.50, 0.46, 0.46, 0.48, 0.46], "homo_lumo_gap_ev": 6.37, "e_above_lowest_kj_mol": 40.7, "largest_force_ev_per_a": 0.93, "charge": 2, "homo_energy_ev": -12.5, "multiplicity": 1}

# 2
{"formula": "C2H6F3NO2PS", "method": "ωB97M-V/def2-TZVPD", "species": ["N", "P", "O", "S", "C", "O", "C", "F", "F", "F", "H", "H", "H", "H", "H", "H"], "positions_angstrom": [[-0.60731, -0.52298, 2.02017], [0.28867, -1.76526, 1.36333], [-0.58156, -2.22016, 0.08942], [1.83613, -0.58893, 0.28918], [1.16207, 0.67392, -0.86622], [-0.17203, 0.35171, -1.16307], [-1.09021, 1.37342, -1.03182], [-2.27809, 0.85342, -1.12699], [-0.95890, 1.98049, 0.17790], [-0.91391, 2.30503, -1.95994], [-0.56462, -0.54619, 3.03497], [-0.52169, 0.43067, 1.68983], [-0.96359, -3.10006, 0.23967], [2.30471, -1.49352, -0.58253], [1.77246, 0.61704, -1.77094], [1.28785, 1.65141, -0.40296]], "mulliken_charge": [-0.39, 0.39, -0.40, -0.01, -0.44, -0.32, 0.87, -0.20, -0.26, -0.22, 0.32, 0.21, 0.35, 0.27, 0.43, 0.39], "homo_lumo_gap_ev": 10.27, "largest_force_ev_per_a": 1.18, "charge": 1, "homo_energy_ev": -14.6, "multiplicity": 1}

# 3
{"formula": "C45H41BBrF4N13PSW", "method": "ωB97M-V/def2-TZVPD", "species": ["W", "C", "C", "N", "N", "C", "B", "N", "C", "C", "C", "N", "N", "C", "C", "C", "N", "N", "C", "C", "C", "N", "H", "H", "H", "H", "H", "H", "H", "H", "H", "H", "H", "H", "F", "C", "C", "F", "C", "F", "C", "P", "C", "C", "C", "C", "C", "C", "C", "C", "C", "C", "C", "C", "C", "Br", "C", "F", "H", "H", "H", "H", "H", "H", "H", "H", "H", "H", "C", "N", "C", "C", "S", "N", "C", "C", "H", "H", "H", "H", "H", "H", "H", "H", "H", "H", "H", "H", "N", "C", "C", "C", "C", "C", "C", "C", "N", "C", "C", "N", "C", "H", "H", "H", "H", "H", "H", "H"], "positions_angstrom": [[0.12898, -0.06920, 0.59995], [-2.58126, -1.35293, 3.62744], [-1.54271, -1.61406, 2.77831], [-1.24550, -0.49884, 2.04952], [-2.11718, 0.47810, 2.45299], [-2.91994, -0.01381, 3.38502], [-2.03908, 1.96671, 1.95394], [-0.59509, 2.46693, 2.21509], [-0.13495, 3.61801, 2.70883], [1.24822, 3.64260, 2.58151], [1.56506, 2.44064, 1.98329], [0.44545, 1.72240, 1.75565], [-2.13155, 1.97247, 0.39734], [-2.71575, 2.90882, -0.36929], [-2.08077, 2.95476, -1.59579], [-1.07884, 2.00869, -1.51563], [-1.08294, 1.42022, -0.30107], [-3.09897, 2.75158, 2.61775], [-3.17507, 3.28202, 3.88065], [-4.48099, 3.58387, 4.12882], [-5.16807, 3.17850, 2.96194], [-4.34964, 2.66203, 2.06795], [-3.04625, -2.02391, 4.32992], [-0.98478, -2.52611, 2.63524], [-3.69044, 0.60203, 3.82606], [-0.80773, 4.36352, 3.10162], [1.91446, 4.43511, 2.87696], [2.52320, 2.07751, 1.65598], [-3.54473, 3.47277, 0.02846], [-2.32426, 3.58183, -2.43631], [-0.39121, 1.70296, -2.28166], [-2.31101, 3.38314, 4.51817], [-4.89106, 4.03128, 5.01789], [-6.22272, 3.25449, 2.74686], [-0.21115, -6.67145, -2.75198], [-0.59432, -5.50266, -2.31972], [-1.81026, -4.96424, -2.72855], [-2.57700, -5.63043, -3.55049], [-2.20737, -3.71578, -2.26021], [-3.37460, -3.23743, -2.65103], [-1.40938, -2.97959, -1.38980], [-1.91503, -1.33088, -0.84686], [-3.37840, -1.57161, 0.16311], [-4.23368, -0.52154, 0.51549], [-5.38751, -0.78541, 1.23432], [-5.69911, -2.08751, 1.60951], [-4.84078, -3.13105, 1.28660], [-3.68283, -2.87797, 0.57209], [-2.26834, -0.51680, -2.40683], [-3.50986, 0.03220, -2.71545], [-3.73307, 0.54791, -3.98549], [-2.73492, 0.49986, -4.94781], [-1.50051, -0.07532, -4.65076], [-1.26997, -0.58421, -3.38667], [-0.21055, -3.54788, -1.01027], [0.90295, -2.62306, 0.22883], [0.21663, -4.78322, -1.44367], [1.37482, -5.27896, -1.04190], [-4.01535, 0.50253, 0.25239], [-6.04870, 0.03161, 1.49072], [-6.61546, -2.29034, 2.14856], [-5.08194, -4.14457, 1.57797], [-3.03686, -3.70775, 0.31603], [-4.31816, 0.02971, -1.99943], [-4.70116, 0.96515, -4.22912], [-2.92592, 0.88401, -5.94129], [-0.74092, -0.15086, -5.41783], [-0.31845, -1.06138, -3.16962], [5.17307, 1.38432, 2.36091], [4.22921, 0.29724, 2.04743], [4.48094, -0.38079, 0.77304], [3.23060, -0.02730, 2.85934], [1.80536, -0.92933, 2.31001], [3.30586, 0.18403, 4.16216], [4.59340, 0.16775, 4.88840], [2.13618, 0.21958, 5.05208], [5.31251, 1.96892, 1.45124], [6.14160, 1.00018, 2.67677], [4.76287, 2.02386, 3.13852], [5.55182, -0.56537, 0.69446], [4.18231, 0.25765, -0.06344], [3.96681, -1.33721, 0.74134], [5.37633, -0.24646, 4.26142], [4.46139, -0.48215, 5.75187], [4.86480, 1.16435, 5.23237], [1.24975, 0.53506, 4.51026], [2.34552, 0.94121, 5.83978], [1.97551, -0.75919, 5.50469], [6.70915, -1.89436, -7.78731], [6.06255, -1.49744, -6.92603], [5.25290, -1.00900, -5.84637], [4.82159, -1.88763, -4.85257], [4.04727, -1.42354, -3.80631], [3.70362, -0.07814, -3.76191], [4.12446, 0.80707, -4.74266], [4.90257, 0.33721, -5.78727], [2.88421, 0.41368, -2.67377], [2.76369, 1.74002, -2.27729], [1.90943, 1.76317, -1.23496], [1.49530, 0.45687, -0.95737], [2.12606, -0.31423, -1.86867], [5.10832, -2.92910, -4.89953], [3.75590, -2.12166, -3.03246], [3.84679, 1.85167, -4.73528], [5.23374, 1.01429, -6.56253], [3.30466, 2.54008, -2.75037], [1.56121, 2.61021, -0.67041], [2.02507, -1.38070, -1.95389]], "lowdin_spin": [0.94, -0.01, 0.01, 0.01, 0.01, -0.01, 0.00, 0.00, 0.01, 0.00, 0.01, 0.00, 0.01, 0.01, 0.00, 0.01, 0.00, 0.00, 0.00, 0.00, 0.00, 0.00, 0.00, 0.00, 0.00, 0.00, 0.00, 0.00, 0.00, 0.00, 0.00, 0.00, 0.00, 0.00, 0.00, 0.00, 0.00, 0.00, 0.00, 0.00, 0.00, -0.02, 0.00, 0.00, 0.00, 0.00, 0.00, 0.00, 0.00, 0.00, 0.00, 0.00, 0.00, 0.00, 0.00, 0.02, 0.00, 0.00, 0.00, 0.00, 0.00, 0.00, 0.00, 0.00, 0.00, 0.00, 0.00, 0.00, 0.00, 0.00, 0.00, 0.00, 0.00, 0.00, 0.00, 0.00, 0.00, 0.00, 0.00, 0.00, 0.00, 0.00, 0.00, 0.00, 0.00, 0.00, 0.00, 0.00, 0.00, 0.00, 0.00, 0.00, 0.00, 0.00, 0.00, 0.00, 0.00, 0.00, 0.01, 0.01, 0.01, 0.00, 0.00, 0.00, 0.00, 0.00, 0.00, 0.00], "homo_lumo_gap_ev": [4.57, 5.05], "e_above_lowest_kj_mol": 9.0, "largest_force_ev_per_a": 0.61, "charge": 4, "homo_energy_ev": [-17.8, -17.8], "multiplicity": 2, "s_squared": 0.765}

# 4
{"formula": "C20H15N5O5S2V", "method": "ωB97M-V/def2-TZVPD", "species": ["V", "O", "C", "C", "N", "C", "C", "O", "O", "C", "C", "O", "O", "H", "H", "H", "H", "H", "H", "H", "H", "H", "S", "C", "C", "C", "C", "N", "C", "C", "C", "S", "C", "N", "H", "H", "N", "C", "C", "C", "C", "N", "C", "C", "H", "H", "H", "H"], "positions_angstrom": [[-0.40782, 0.40035, 0.11949], [1.47340, -0.36207, 2.99668], [1.19052, 0.93289, 3.45819], [-0.25561, 1.05232, 3.95087], [-1.16892, 0.71535, 2.86445], [-2.10866, 1.78991, 2.57855], [-1.44274, 2.82915, 1.63391], [-1.52772, 4.02368, 1.91376], [-0.86209, 2.33989, 0.63467], [-1.84846, -0.55001, 3.04973], [-2.44909, -1.06861, 1.69505], [-3.25984, -1.98698, 1.76951], [-2.05053, -0.47854, 0.66073], [0.81769, -0.55248, 2.30144], [1.89182, 1.13100, 4.27561], [1.34031, 1.67771, 2.66094], [-0.41075, 0.38566, 4.81320], [-0.41874, 2.08328, 4.28217], [-2.96532, 1.38238, 2.03576], [-2.48218, 2.28708, 3.48976], [-1.13785, -1.31246, 3.38901], [-2.66929, -0.47754, 3.78919], [0.36580, -1.78246, -0.47525], [-0.43409, -2.07491, -1.96950], [-0.43137, -3.35641, -2.51143], [-1.09210, -3.65365, -3.70216], [-1.10659, -4.96779, -4.18514], [-1.10870, -6.05501, -4.57056], [-1.73376, -2.60620, -4.41584], [-1.66935, -1.30704, -3.91082], [-1.05991, -1.02422, -2.69522], [-1.02909, 0.60632, -2.11309], [-2.43604, -2.87138, -5.59670], [-3.02291, -3.08272, -6.56760], [0.08847, -4.14366, -1.98405], [-2.11034, -0.49361, -4.47119], [6.23236, 2.76223, -1.75155], [5.16980, 2.42721, -1.43075], [3.91285, 2.00446, -1.02384], [3.75079, 0.82817, -0.25657], [2.49986, 0.42633, 0.11427], [1.35798, 1.08452, -0.20348], [1.51667, 2.22455, -0.91694], [2.72398, 2.70190, -1.34503], [4.61671, 0.24716, 0.02267], [2.37859, -0.49736, 0.66848], [0.59832, 2.75610, -1.13577], [2.77396, 3.60551, -1.93561]], "lowdin_spin": [2.10, 0.01, 0.00, 0.00, 0.00, 0.00, 0.01, 0.01, 0.02, 0.00, 0.01, 0.01, 0.02, 0.00, 0.00, 0.00, 0.00, 0.00, 0.00, 0.00, 0.00, 0.00, 0.01, 0.01, 0.00, 0.00, 0.00, 0.00, 0.00, 0.00, 0.01, -0.01, 0.00, 0.00, 0.00, 0.00, 0.12, 0.05, 0.18, 0.03, 0.10, 0.14, 0.11, 0.03, 0.00, 0.01, 0.01, 0.00], "homo_lumo_gap_ev": [5.54, 7.07], "e_above_lowest_kj_mol": 152.0, "largest_force_ev_per_a": 1.86, "charge": -2, "homo_energy_ev": [-0.9, -2.4], "multiplicity": 4, "s_squared": 3.789}